#P
Below is a 2-piece molecular cluster, C5H7F overall, with properties calculated with ωB97M-V with the def2-TZVPD basis set.

```
! wB97M-V def2-TZVPD RIJCOSX def2/J DEFGRID3
* xyz 0 1
C 1.23084 2.59601 0.05417
C 0.02909 2.47201 -0.40262
C -0.44469 -1.49267 0.64356
C -0.28500 -2.01857 -0.80433
C 0.31368 -0.75410 -0.41278
F -0.12261 0.37459 -0.95256
H 1.97076 1.75699 0.05798
H 1.44470 3.55700 0.50381
H 1.41278 -0.65549 -0.42065
H -1.35382 -1.13631 0.85625
H 0.20101 -1.94679 1.36733
H 0.37448 -2.84610 -1.01712
H -1.13689 -1.92334 -1.44203
*
```

HOMO energy	-10.11	eV


#Q
Below is C5H7F as an isolated structure, with properties calculated with ωB97M-V with the def2-TZVPD basis set.

```
! wB97M-V def2-TZVPD RIJCOSX def2/J DEFGRID3
* xyz 0 1
C 0.88773 0.11320 -0.57228
C 1.82497 1.02097 -0.71865
C 0.39795 -0.31103 0.67475
C -1.29805 -0.26093 0.70424
C -2.23115 -0.05540 1.70387
H 2.42077 1.23269 -1.74920
H 2.26145 1.52217 0.14588
H 0.56093 -1.30557 0.71137
H 0.56576 0.17873 1.69479
H -1.51831 -0.00465 -0.72629
H -3.25712 -0.11073 1.42326
H -2.01005 -0.34420 2.99663
F 0.38754 -0.46770 -1.69423
*
```

HOMO energy	-9.57	eV


#R
Below is one molecule with the formula C5H7F, with properties calculated with ωB97M-V with the def2-TZVPD basis set.

```
! wB97M-V def2-TZVPD RIJCOSX def2/J DEFGRID3
* xyz 0 1
C -1.20488 0.12088 0.28782
C -0.31895 -1.06100 -0.14315
C 1.12384 -0.52907 -0.04844
C 0.94569 0.97020 -0.11023
C -0.35255 1.34084 -0.08989
H -1.15739 0.04554 1.38956
H -0.54532 -1.20235 -1.18566
H -0.44172 -1.96392 0.42297
H 1.77099 -0.95604 -0.84998
H 1.60476 -0.85876 0.90702
H 1.82522 1.67346 -0.21973
H -0.79746 2.33767 -0.13335
F -2.45222 0.08255 -0.22693
*
```

HOMO energy	-9.44	eV
SMILES	F[C@@H]1C=CCC1


Most stable to least stable, the ends of the list are #R and #P.


#P
Below is a 2-piece molecular cluster, C8H7N3 overall, with properties calculated with ωB97M-V with the def2-TZVPD basis set.

```
! wB97M-V def2-TZVPD RIJCOSX def2/J DEFGRID3
* xyz 0 1
C -0.68601 2.97798 0.01758
C 2.78924 -1.31315 0.58238
C 1.84060 -0.98318 1.53416
C 2.77938 -0.42103 -0.48668
C 0.99770 0.56334 0.19640
C -2.30034 0.77806 -0.38320
C -1.50498 1.02241 -1.68318
C -1.23362 1.77524 -0.45526
N -0.21581 3.94943 0.42531
N 0.78551 -0.21010 1.26054
N 1.93951 0.61711 -0.71405
H 3.44772 -2.03189 0.74098
H 1.94794 -1.55546 2.42248
H 3.52931 -0.56453 -1.30656
H -3.24656 1.25025 -0.52897
H -2.05888 -0.14311 0.12902
H -0.75208 0.35555 -2.13106
H -2.04868 1.63746 -2.43668
*
```

HOMO energy (spin up / spin down)	-8.55 / -8.85	eV


#Q
Below is one molecule with the formula C8H7N3, with properties calculated with ωB97M-V with the def2-TZVPD basis set.

```
! wB97M-V def2-TZVPD RIJCOSX def2/J DEFGRID3
* xyz 0 1
C 2.24999 -0.22853 1.48322
C 2.04029 1.05454 1.94068
C 1.05358 1.84357 1.54454
C 0.34782 0.19687 0.05363
C 1.32236 -0.66259 0.48431
C -0.64671 -0.26012 -0.91474
C -2.64152 -0.96514 -1.65960
C -1.76444 -0.83039 -2.63986
H 3.07090 -0.52241 1.90158
H 2.68182 1.33976 2.79016
H 0.83887 2.99995 1.92771
H 1.58284 -1.52628 -0.01989
H -2.16066 -0.58117 0.51077
H -3.49158 -1.31511 -1.50672
H -2.09401 -1.14671 -3.77925
N 0.12367 1.41216 0.63018
N -1.99147 -0.54346 -0.49934
N -0.52173 -0.26494 -2.24738
*
```

HOMO energy	-8.88	eV
SMILES	c1ccc(-c2ncc[nH]2)nc1


Most stable to least stable, the ends of the list are #Q and #P.


#P
Below is a 4-piece molecular cluster, C4H16O3 overall, with properties calculated with ωB97M-V with the def2-TZVPD basis set.

```
! wB97M-V def2-TZVPD RIJCOSX def2/J DEFGRID3
* xyz 0 1
C -1.47185 -0.05342 0.58866
C -0.13813 0.00094 -0.19690
C -0.20199 1.22877 -1.18462
C 1.08199 0.09812 0.69208
H -2.00404 -0.90787 0.16789
H -1.44658 -0.08109 1.66783
H -2.00287 0.81511 0.23115
H -0.02703 -0.84744 -0.88570
H -0.57704 2.12183 -0.63909
H -0.78875 0.97518 -2.06355
H 0.76330 1.59407 -1.51283
H 0.74264 -0.12443 1.70839
H 1.89456 -0.60416 0.54409
H 1.55675 1.08294 0.74575
H -2.65241 2.54455 0.91040
H -1.69033 3.70809 1.25795
O -2.28254 3.07230 1.62825
H 0.82906 -3.59286 1.35034
H 1.17331 -2.53234 0.40235
O 1.31275 -3.48923 0.49793
H 1.56213 -0.98617 -2.01588
H 2.32414 -2.26735 -1.56567
O 2.04292 -1.75554 -2.32882
*
```

HOMO energy	-11.38	eV
SMILES	CC(C)C.O.O.O


#Q
Below is a 4-piece molecular cluster, C4H16O3 overall, with properties calculated with ωB97M-V with the def2-TZVPD basis set.

```
! wB97M-V def2-TZVPD RIJCOSX def2/J DEFGRID3
* xyz 0 1
C 2.77307 -0.26456 -2.23668
C -0.86768 -0.97528 -1.07461
C 0.61923 -1.13296 -1.16296
C 1.18633 -0.30505 -2.34420
H 3.15127 0.49323 -3.05089
H 3.33040 -1.19110 -2.32490
H 2.92533 0.06744 -1.17498
H -1.36841 -1.69130 -1.73201
H -1.38961 -0.05764 -1.42336
H -1.17546 -1.19918 -0.04972
H 0.90298 -2.18645 -1.27549
H 1.07748 -0.80041 -0.14544
H 0.91635 -0.60432 -3.35857
H 0.73448 0.70746 -2.17144
H -4.90847 -2.31784 1.83188
H -3.59799 -2.70030 1.23010
O -4.52810 -3.03318 1.29417
H 3.44485 1.73751 4.11580
H 2.97903 0.19768 4.12076
O 3.27570 0.89375 4.61647
H -1.49103 3.51272 0.30378
H -2.55879 4.16052 -0.76335
O -1.90236 4.38181 -0.06333
*
```

HOMO energy	-10.99	eV
SMILES	CCCC.O.O.O


Most stable to least stable, the ends of the list are #P and #Q.


#P
Below is a 12-piece molecular cluster, C24H36N12 overall, with properties calculated with ωB97M-V with the def2-TZVPD basis set.

```
! wB97M-V def2-TZVPD RIJCOSX def2/J DEFGRID3
* xyz 0 1
C 0.26343 7.62548 -9.81787
C 0.67068 7.52994 -8.44436
N 0.97289 7.44180 -7.36127
H -0.69321 7.13090 -9.98620
H 1.02397 7.02404 -10.31579
H 0.29620 8.66033 -10.15863
C 1.38502 6.64069 -13.65478
C 1.59160 5.22001 -13.97861
N 1.74039 4.13734 -14.28410
H 1.89549 7.24447 -14.40510
H 1.67246 6.84816 -12.62404
H 0.31224 6.73957 -13.82051
C -3.21452 11.90054 -8.79911
C -2.10389 11.01237 -8.58761
N -1.20290 10.27480 -8.48377
H -3.81154 11.44067 -9.58663
H -2.75081 12.83747 -9.10772
H -3.80429 12.19890 -7.93237
C 4.32386 5.61593 -11.98019
C 4.58197 6.77123 -12.75550
N 4.79841 7.66669 -13.43669
H 5.01516 5.47107 -11.15000
H 4.06322 4.77467 -12.62240
H 3.34575 5.72190 -11.51097
C 2.65230 9.28874 -4.23188
C 4.07427 8.95351 -3.88264
N 5.14361 8.73663 -3.55489
H 2.37490 10.34159 -4.18029
H 1.98231 8.69899 -3.60623
H 2.52173 8.83955 -5.21639
C -0.72295 3.93666 -9.63055
C -1.33436 4.68572 -10.77861
N -1.81185 5.26179 -11.66621
H 0.14494 3.48813 -10.11397
H -1.42132 3.18928 -9.25399
H -0.37230 4.60384 -8.84313
C 0.51475 5.27946 -4.72038
C 1.15300 3.95563 -4.72915
N 1.58390 2.89954 -4.78086
H -0.06816 5.26920 -3.79940
H -0.13423 5.41401 -5.58573
H 1.23928 6.09367 -4.70521
C -3.52951 8.26788 -11.30771
C -4.85570 8.34037 -10.60962
N -5.85534 8.34623 -10.02500
H -3.21933 9.30350 -11.44685
H -3.67953 7.75930 -12.26004
H -2.88139 7.60456 -10.73494
C 3.90795 3.06932 -7.72799
C 2.95182 3.94593 -8.46676
N 2.19605 4.67538 -8.91823
H 4.93698 3.07087 -8.08743
H 3.49082 2.07867 -7.90884
H 3.87154 3.11961 -6.63976
C -4.21731 7.26392 -6.27331
C -3.17567 6.55208 -7.07409
N -2.36305 6.07758 -7.74969
H -5.13482 6.67745 -6.32167
H -4.39073 8.20980 -6.78647
H -3.98987 7.28002 -5.20742
C 3.86374 7.82522 -8.38508
C 4.88181 8.36342 -7.44274
N 5.66981 8.82342 -6.72448
H 4.24494 7.37021 -9.29927
H 3.15369 8.59814 -8.67919
H 3.30130 7.08465 -7.81648
C -1.10537 8.92604 -4.65658
C -1.92962 8.19995 -3.70159
N -2.64117 7.69029 -2.94316
H -1.06087 8.46170 -5.64173
H -0.20047 9.38674 -4.26033
H -1.77300 9.75161 -4.90314
*
```

HOMO energy	-11.28	eV
SMILES	CC#N.CC#N.CC#N.CC#N.CC#N.CC#N.CC#N.CC#N.CC#N.CC#N.CC#N.CC#N


#Q
Below is C24H36N12 as an isolated structure, with properties calculated with ωB97M-V with the def2-TZVPD basis set.

```
! wB97M-V def2-TZVPD RIJCOSX def2/J DEFGRID3
* xyz 0 1
C -9.82011 16.70205 5.22224
C -8.68725 16.02152 4.59889
N -7.82158 15.47794 4.14220
H -9.52668 17.17543 6.15920
H -10.64641 15.99656 5.30944
H -10.11497 17.59646 4.67342
C -8.31696 13.79045 3.36720
C -6.87983 13.74230 3.75483
N -5.77570 13.62274 4.02948
H -8.98768 14.16480 4.14057
H -8.63231 12.88178 2.85437
H -8.24009 14.57914 2.61877
C -9.51018 16.51919 2.44209
C -8.36480 17.29304 1.87514
N -7.53405 17.90514 1.43007
H -9.92894 17.06918 3.28485
H -9.22310 15.50896 2.73385
H -10.30183 16.46724 1.69463
C -7.52980 18.42030 8.42773
C -8.12292 17.19778 7.81747
N -8.60666 16.27060 7.29401
H -8.31239 18.95356 8.96742
H -7.15974 19.08969 7.65115
H -6.71153 18.07661 9.06053
C -12.59601 16.75357 4.66419
C -13.65373 17.60604 5.17265
N -14.53437 18.24228 5.52594
H -12.65665 15.78683 5.16402
H -11.62437 17.19827 4.87924
H -12.59303 16.57208 3.58942
C -10.52394 18.89329 6.24956
C -11.24515 18.85827 4.99770
N -11.85411 18.86619 4.02073
H -9.62180 18.29828 6.10742
H -11.13639 18.50386 7.06279
H -10.04052 19.84837 6.45504
C -6.51820 16.97820 3.53149
C -5.29093 17.18488 4.25209
N -4.28336 17.40031 4.74038
H -7.37015 17.48290 3.98708
H -6.70095 15.90861 3.42816
H -6.36844 17.38009 2.52941
C -10.54525 16.81728 8.27886
C -11.32721 16.88944 7.05790
N -12.01129 16.88082 6.11659
H -10.00937 15.86944 8.22831
H -11.17380 16.88947 9.16644
H -9.72516 17.53529 8.28353
C -6.34045 16.02353 5.90918
C -6.34678 17.47742 6.23758
N -6.35384 18.65581 6.41053
H -6.71706 15.47483 6.77243
H -5.28159 15.77680 5.83143
H -6.76296 15.73546 4.94657
C -7.33795 20.01223 3.94980
C -8.48117 19.09517 4.05509
N -9.40617 18.37619 4.16223
H -7.53080 21.08195 3.86850
H -6.80676 19.77118 3.02904
H -6.70155 19.76718 4.80012
C -12.25375 13.85352 3.93552
C -11.43662 15.04137 3.68663
N -10.76314 15.97216 3.50511
H -12.07447 13.13337 3.13718
H -13.32636 14.00031 4.06216
H -11.98542 13.35401 4.86643
C -9.26391 14.39224 5.99181
C -10.57340 14.42562 6.65288
N -11.64596 14.43112 7.14427
H -8.55081 15.17776 6.24191
H -9.46254 14.33408 4.92164
H -8.73444 13.49405 6.30964
*
```

HOMO energy	-7.06	eV


Most stable to least stable, the ends of the list are #P and #Q.


#P
Below is one molecule with the formula C16H24N2O4S, with properties calculated with ωB97M-V with the def2-TZVPD basis set.

```
! wB97M-V def2-TZVPD RIJCOSX def2/J DEFGRID3
* xyz 0 1
C 1.69780 -2.10810 0.09395
H 1.47005 -2.04237 -0.97561
H 1.14317 -2.93458 0.53590
H 2.76971 -2.28552 0.22494
O 1.27631 -0.95635 0.78367
C 1.89803 0.21647 0.51281
C 1.61291 1.29754 1.34322
C 2.17555 2.53558 1.12865
C 3.05926 2.74778 0.07808
C 3.35552 1.66836 -0.74216
C 2.79349 0.42090 -0.53368
H 3.05296 -0.38553 -1.20122
H 4.04224 1.79889 -1.56646
C 3.65444 4.10054 -0.16678
H 4.63504 4.01533 -0.62911
H 3.74731 4.65237 0.76488
H 3.01345 4.67389 -0.83678
H 1.92077 3.32677 1.81617
S 0.49317 1.13612 2.73379
O 0.72095 2.26641 3.58949
O 0.58801 -0.17022 3.31796
N -1.06333 1.28920 2.16492
C -1.46835 2.60405 1.73229
H -1.19348 2.80365 0.69324
H -2.54911 2.70272 1.84980
H -0.96908 3.31168 2.38898
C -1.62934 0.14109 1.51487
C -1.37324 0.08963 0.00779
O -0.66599 0.91120 -0.55113
N -2.00148 -0.89046 -0.67782
C -2.82575 -1.94339 -0.12986
H -2.85696 -1.88137 0.95490
C -2.28417 -3.31252 -0.54871
C -2.21171 -3.40876 -2.06921
C -1.35355 -2.26830 -2.60760
C -1.90234 -0.92835 -2.12535
H -1.25276 -0.10596 -2.42925
H -2.90220 -0.76842 -2.54878
H -1.34014 -2.27974 -3.69831
H -0.32876 -2.38764 -2.25324
H -1.79193 -4.37103 -2.36666
H -3.21859 -3.33732 -2.48728
H -2.93171 -4.09266 -0.14629
H -1.28709 -3.44278 -0.12487
H -3.84725 -1.82590 -0.51746
H -2.70936 0.13779 1.70526
H -1.16247 -0.72068 1.99806
*
```

HOMO energy	-8.39	eV
SMILES	COc1ccc(C)cc1S(=O)(=O)N(C)CC(=O)N1CCCCC1


#Q
Below is one molecule with the formula C16H24N2O4S, with properties calculated with ωB97M-V with the def2-TZVPD basis set.

```
! wB97M-V def2-TZVPD RIJCOSX def2/J DEFGRID3
* xyz 0 1
C -6.68026 -1.73711 -1.12391
C -5.34181 -1.06575 -1.33094
H -4.62388 -1.71746 -1.82025
H -5.43131 -0.12034 -1.85777
S -4.66543 -0.68459 0.32420
O -4.41210 -1.92550 0.99374
O -5.52863 0.27487 0.94328
N -3.20070 0.04868 0.07903
C -2.10513 -0.77339 -0.36477
C -0.78827 -0.13043 0.06635
H 0.05004 -0.74292 -0.27238
H -0.76340 -0.07566 1.15500
C -0.69372 1.29173 -0.50441
C 0.59952 1.93153 -0.00296
O 0.65600 2.64192 0.97626
N 1.68269 1.62018 -0.75109
H 1.59181 0.96075 -1.50759
C 3.03221 1.96333 -0.34809
C 3.80155 0.73680 0.06864
C 4.97461 0.38218 -0.56927
C 5.67768 -0.76291 -0.19023
C 5.17943 -1.56003 0.83309
C 3.99806 -1.20342 1.46511
C 3.30956 -0.06679 1.09368
H 2.39578 0.21115 1.59630
H 3.61881 -1.82629 2.26152
H 5.69701 -2.45212 1.14786
O 6.82268 -1.00626 -0.88625
C 7.59174 -2.13347 -0.54364
H 7.93914 -2.08312 0.49321
H 8.45139 -2.11749 -1.21173
H 7.03367 -3.06313 -0.69572
H 5.37953 0.98603 -1.36686
H 3.54095 2.47494 -1.17043
H 2.92714 2.65309 0.49457
C -1.90915 2.09768 -0.04467
C -3.19789 1.38874 -0.45246
H -3.27693 1.37312 -1.55302
H -4.07082 1.89306 -0.03816
H -1.87075 2.19718 1.03961
H -1.88313 3.09733 -0.47998
H -0.67494 1.24234 -1.59952
H -2.11633 -0.88842 -1.46226
H -2.23607 -1.75105 0.09980
H -7.14580 -1.99506 -2.07330
H -6.54240 -2.64084 -0.53550
H -7.33679 -1.06788 -0.57348
*
```

HOMO energy	-8.68	eV
SMILES	CCS(=O)(=O)N1CCC(C(=O)NCc2cccc(OC)c2)CC1


Most stable to least stable, the ends of the list are #Q and #P.


#P
Below is C3H3ClS2 as an isolated structure, with properties calculated with ωB97M-V with the def2-TZVPD basis set.

```
! wB97M-V def2-TZVPD RIJCOSX def2/J DEFGRID3
* xyz 0 1
C 1.11178 -1.40653 -0.32534
C 0.17445 -0.66681 0.38083
C -1.03417 1.81861 0.11033
H 1.43662 -1.35071 -1.33936
H -0.04391 -0.67578 1.38268
H -1.18159 1.83995 1.20401
S -0.30751 0.47547 -0.85349
S -1.99391 2.87529 -1.01262
Cl 1.83823 -2.90949 0.45296
*
```

HOMO energy	-8.62	eV


#Q
Below is one molecule with the formula C3H3ClS2, with properties calculated with ωB97M-V with the def2-TZVPD basis set.

```
! wB97M-V def2-TZVPD RIJCOSX def2/J DEFGRID3
* xyz 0 1
C -0.45584 0.59377 -0.56949
C 0.26721 -0.51037 0.21451
C 0.15009 -0.65758 1.50972
H 1.19693 0.79573 -2.08285
H 0.33152 -1.63911 1.98357
H -0.50366 0.22798 2.00100
S 0.24195 1.67164 -1.94764
S -1.93590 1.24860 -0.12349
Cl 0.70770 -1.73065 -0.98533
*
```

HOMO energy	-9.02	eV
SMILES	C=C(Cl)C(=S)S


Most stable to least stable, the ends of the list are #Q and #P.